{"formula": "C12H46O11", "method": "ωB97M-V/def2-TZVPD", "homo_energy_ev": -9.82, "lumo_energy_ev": 0.39, "de_lowest_kcal_mol": 142.7, "fmax_ev_per_a": 2.86, "multiplicity": 1, "smiles": "CCO.CO.CO.CO.CO.CO.CO.CO.CO.CO.CO", "gap_ev": 10.21, "elements": ["C", "O", "H", "H", "H", "H", "C", "O", "H", "H", "H", "H", "C", "O", "H", "H", "H", "H", "C", "O", "H", "H", "H", "H", "C", "O", "H", "H", "H", "H", "C", "O", "H", "H", "H", "H", "C", "O", "H", "H", "H", "H", "C", "O", "H", "H", "H", "H", "C", "O", "H", "H", "H", "H", "C", "O", "H", "H", "H", "H", "C", "C", "O", "H", "H", "H", "H", "H", "H"], "xyz": [[4.457, 2.137, 4.108], [4.414, 2.985, 2.917], [5.295, 1.408, 4.133], [4.448, 2.813, 4.957], [3.526, 1.484, 4.107], [4.239, 2.423, 2.178], [-1.725, 4.331, -2.022], [-1.001, 5.488, -1.683], [-1.660, 4.290, -3.121], [-1.364, 3.380, -1.594], [-2.755, 4.399, -1.737], [-0.860, 5.512, -0.717], [0.243, -1.818, 3.518], [1.456, -1.785, 2.741], [0.377, -1.364, 4.511], [-0.492, -1.282, 2.960], [-0.085, -2.859, 3.637], [2.082, -2.475, 2.987], [1.511, 4.857, 1.750], [0.656, 4.470, 2.796], [1.133, 4.405, 0.825], [1.471, 5.929, 1.512], [2.531, 4.610, 1.924], [1.153, 3.996, 3.473], [2.380, -3.322, -0.638], [1.800, -2.139, -0.159], [3.209, -3.148, -1.354], [2.724, -3.999, 0.202], [1.580, -3.888, -1.247], [1.481, -2.328, 0.729], [-2.894, 0.804, -2.879], [-3.512, 1.459, -1.815], [-3.428, 0.036, -3.396], [-2.526, 1.565, -3.584], [-2.023, 0.343, -2.490], [-4.346, 1.917, -2.049], [-4.147, -0.241, 1.795], [-3.110, -0.293, 0.792], [-4.887, -1.036, 1.553], [-3.709, -0.452, 2.731], [-4.543, 0.771, 1.731], [-3.344, 0.245, 0.019], [-2.657, -3.597, 1.428], [-1.578, -2.714, 1.007], [-3.618, -3.385, 0.917], [-2.300, -4.570, 1.091], [-2.855, -3.505, 2.538], [-1.965, -1.851, 0.949], [0.491, -0.891, -5.034], [0.421, -1.525, -3.775], [0.438, 0.214, -4.944], [1.442, -1.010, -5.592], [-0.361, -1.284, -5.624], [0.685, -0.921, -3.074], [-0.065, -4.695, -2.638], [-0.848, -4.904, -1.431], [0.945, -5.123, -2.605], [-0.507, -5.207, -3.491], [0.068, -3.601, -2.819], [-0.766, -4.112, -0.960], [1.824, 1.339, 0.787], [0.955, 1.006, -0.426], [1.689, 0.525, -1.578], [1.178, 1.714, 1.575], [2.504, 2.160, 0.485], [2.359, 0.435, 1.212], [0.363, 1.928, -0.729], [0.238, 0.209, -0.165], [2.162, -0.263, -1.206]], "mulliken_charge": [-0.4774, -0.4856, 0.2717, 0.2491, 0.1547, 0.2872, -0.1817, -0.5392, 0.2221, -0.0664, 0.3127, 0.2975, -0.4233, -0.4767, 0.3030, 0.0413, 0.2625, 0.2624, -0.2679, -0.5125, 0.0475, 0.2778, 0.1616, 0.3083, -0.3745, -0.1034, 0.2759, 0.2823, -0.0670, 0.1111, -0.5558, -0.5041, 0.4092, 0.2830, 0.1315, 0.2572, -0.7442, -0.4328, 0.2584, 0.2322, 0.3367, 0.2722, -0.7492, -0.2758, 0.2701, 0.2837, 0.2789, 0.2792, -0.6844, -0.4476, 0.2470, 0.2567, 0.2549, 0.2956, -0.4951, -0.5406, 0.2508, 0.3073, 0.0872, 0.3806, -0.9829, 0.3049, -0.6210, 0.2872, 0.2609, 0.3811, -0.1848, 0.1471, 0.3113]}

---

{"formula": "C12H47BClF3NNbO11P", "method": "ωB97M-V/def2-TZVPD", "homo_energy_ev": -3.89, "lumo_energy_ev": 2.18, "total_charge": -1, "fmax_ev_per_a": 1.14, "multiplicity": 1, "gap_ev": 6.08, "elements": ["N", "B", "O", "Nb", "C", "C", "C", "F", "F", "F", "P", "O", "Cl", "H", "H", "H", "H", "H", "H", "H", "H", "H", "H", "H", "C", "O", "H", "H", "H", "H", "C", "O", "H", "H", "H", "H", "C", "O", "H", "H", "H", "H", "C", "O", "H", "H", "H", "H", "C", "O", "H", "H", "H", "H", "C", "O", "H", "H", "H", "H", "C", "O", "H", "H", "H", "H", "C", "O", "H", "H", "H", "H", "C", "O", "H", "H", "H", "H"], "xyz": [[-0.958, 3.951, 1.634], [0.053, 3.368, 0.752], [0.801, 4.273, 0.017], [0.108, 0.995, 0.739], [-1.621, 0.668, -0.677], [-2.919, 1.483, -0.589], [-4.178, 0.682, -0.797], [-4.205, 0.038, -2.007], [-4.383, -0.275, 0.134], [-5.298, 1.463, -0.792], [1.906, 1.291, -1.166], [3.405, 1.181, -0.485], [1.777, -0.562, -2.269], [-1.640, 4.516, 1.133], [-1.461, 3.280, 2.210], [0.662, 5.183, 0.324], [1.142, -0.514, 0.947], [1.305, 1.733, 1.912], [-0.925, 0.561, 2.211], [-1.816, -0.406, -0.452], [-1.247, 0.707, -1.718], [-3.046, 1.988, 0.385], [-2.969, 2.243, -1.387], [4.074, 1.475, -1.119], [3.009, -4.331, -3.434], [3.800, -3.149, -3.635], [3.434, -5.128, -4.042], [3.032, -4.636, -2.388], [1.975, -4.146, -3.722], [3.362, -2.493, -3.073], [-0.522, 6.371, 4.950], [-0.656, 6.673, 3.572], [0.240, 5.602, 5.036], [-0.202, 7.239, 5.536], [-1.455, 5.987, 5.375], [-1.331, 7.351, 3.470], [-0.917, -5.110, -2.883], [-0.087, -4.053, -2.435], [-0.319, -5.713, -3.563], [-1.257, -5.746, -2.060], [-1.785, -4.735, -3.432], [-0.587, -3.492, -1.832], [3.786, -8.095, -1.710], [2.773, -7.110, -1.767], [3.674, -8.708, -2.603], [4.788, -7.657, -1.713], [3.692, -8.743, -0.833], [2.854, -6.540, -0.995], [1.972, 5.967, 8.253], [1.430, 5.109, 7.262], [2.004, 6.964, 7.818], [1.352, 5.998, 9.154], [2.987, 5.677, 8.536], [1.400, 4.218, 7.630], [-3.794, -4.712, -6.074], [-2.400, -4.897, -6.239], [-4.184, -5.645, -5.668], [-4.026, -3.907, -5.371], [-4.303, -4.507, -7.020], [-2.020, -4.082, -6.584], [4.493, -2.796, -0.580], [5.241, -3.744, -1.324], [4.752, -2.944, 0.468], [4.736, -1.767, -0.856], [3.412, -2.932, -0.692], [5.019, -3.611, -2.259], [-3.516, 2.474, -4.498], [-3.852, 3.246, -3.357], [-2.584, 2.883, -4.884], [-3.354, 1.422, -4.247], [-4.279, 2.538, -5.280], [-4.668, 2.899, -2.979], [-1.300, 2.811, 6.391], [0.056, 2.469, 6.184], [-1.847, 1.871, 6.453], [-1.459, 3.369, 7.320], [-1.708, 3.391, 5.559], [0.574, 3.277, 6.125]], "mulliken_charge": [-0.3055, 0.6968, -0.6000, -0.7278, -1.1416, -0.0478, 0.6792, -0.2577, -0.2847, -0.3116, 0.1943, -0.4823, -0.3260, 0.1777, 0.1257, 0.2711, 0.0179, 0.0234, -0.0728, 0.4854, 0.3279, 0.0311, 0.2661, 0.3261, -0.1900, -0.5946, 0.2531, 0.0736, 0.1815, 0.1801, -0.3670, -0.4985, 0.0401, 0.2895, 0.2510, 0.2638, -0.4656, -0.4014, 0.1999, 0.2949, 0.1707, 0.2266, -0.6064, -0.4169, 0.2134, 0.2594, 0.2710, 0.2652, -0.6365, -0.4213, 0.2041, 0.2949, 0.2710, 0.2687, -0.5403, -0.4890, 0.2122, 0.2340, 0.2854, 0.2924, -0.4516, -0.5730, 0.2916, 0.2127, 0.1755, 0.3887, -0.5454, -0.4917, 0.2333, 0.2261, 0.2896, 0.2800, -0.4684, -0.5053, 0.2710, 0.2734, 0.1398, 0.3197]}

---

{"formula": "C12H48F2N5NiO28V", "method": "ωB97M-V/def2-TZVPD", "homo_energy_ev": [-0.31, -0.31], "lumo_energy_ev": [4.49, 4.49], "total_charge": -3, "fmax_ev_per_a": 5.91, "multiplicity": 4, "gap_ev": [4.80, 4.80], "elements": ["Ni", "O", "V", "N", "O", "O", "O", "N", "O", "O", "O", "N", "O", "O", "O", "N", "O", "O", "O", "N", "O", "O", "O", "F", "F", "C", "O", "H", "H", "H", "H", "C", "O", "H", "H", "H", "H", "C", "O", "H", "H", "H", "H", "C", "O", "H", "H", "H", "H", "C", "O", "H", "H", "H", "H", "C", "O", "H", "H", "H", "H", "C", "O", "H", "H", "H", "H", "C", "O", "H", "H", "H", "H", "C", "O", "H", "H", "H", "H", "C", "O", "H", "H", "H", "H", "C", "O", "H", "H", "H", "H", "C", "O", "H", "H", "H", "H"], "xyz": [[0.346, 1.263, -2.807], [0.230, -3.472, -3.402], [-0.966, -2.513, -2.970], [-3.974, -1.029, -1.951], [-3.918, 0.135, -2.401], [-5.056, -1.514, -1.560], [-2.962, -1.688, -2.095], [-0.345, 2.750, -5.419], [-1.536, 2.662, -5.361], [0.383, 2.164, -4.660], [0.176, 3.531, -6.199], [-2.841, -5.061, -1.387], [-2.452, -6.004, -0.707], [-4.048, -4.813, -1.477], [-1.999, -4.342, -1.848], [0.074, -0.800, -0.363], [0.391, 0.305, -0.817], [0.083, -1.772, -1.118], [-0.098, -0.993, 0.865], [-3.228, -2.891, -5.194], [-4.171, -3.196, -4.485], [-3.417, -2.486, -6.328], [-2.064, -3.024, -4.808], [-1.477, 2.137, -2.330], [-0.289, -0.544, -3.647], [2.215, 0.944, 2.297], [1.708, -0.316, 2.698], [1.499, 1.667, 2.687], [3.145, 1.130, 2.834], [2.323, 0.952, 1.213], [1.119, -0.535, 1.972], [2.725, -3.016, 1.591], [3.399, -4.233, 1.757], [1.666, -3.106, 1.352], [2.860, -2.264, 2.368], [3.126, -2.595, 0.669], [3.434, -4.705, 0.921], [-3.142, -1.675, 2.170], [-4.417, -1.400, 2.704], [-2.647, -2.620, 2.394], [-3.336, -1.862, 1.114], [-2.413, -0.867, 2.221], [-4.364, -1.480, 3.660], [-0.836, -5.131, 1.936], [-1.519, -5.546, 3.147], [-1.393, -4.557, 1.195], [0.096, -4.592, 2.106], [-0.525, -6.043, 1.427], [-2.296, -6.022, 2.845], [-3.614, 2.048, 0.264], [-3.335, 3.135, -0.632], [-3.019, 1.159, 0.059], [-3.359, 2.275, 1.299], [-4.659, 1.740, 0.300], [-2.402, 3.024, -0.827], [-1.126, 5.731, -2.431], [-2.524, 5.358, -2.668], [-1.083, 6.709, -1.951], [-0.765, 4.934, -1.781], [-0.557, 5.657, -3.358], [-3.042, 6.035, -2.226], [2.706, 3.468, -2.346], [1.411, 2.939, -1.979], [2.552, 4.316, -3.014], [3.411, 3.797, -1.582], [3.386, 2.864, -2.946], [1.060, 3.460, -1.253], [3.347, -0.161, -2.240], [2.412, 0.233, -3.289], [4.030, -0.956, -2.539], [4.018, 0.662, -1.990], [2.808, -0.454, -1.339], [2.735, -0.302, -4.018], [0.749, -2.651, 4.799], [1.245, -1.381, 5.096], [1.323, -3.390, 5.359], [-0.304, -2.831, 5.015], [0.925, -2.844, 3.741], [1.578, -1.094, 4.242], [5.967, 1.134, 0.210], [4.630, 1.609, 0.265], [6.684, 1.779, 0.718], [5.969, 0.138, 0.652], [6.209, 1.058, -0.850], [4.472, 2.138, 1.051], [0.920, 4.543, 0.875], [0.080, 3.621, 0.376], [0.479, 5.520, 1.073], [1.462, 4.244, 1.773], [1.628, 4.620, 0.050], [-0.506, 3.202, 1.011], [-1.261, 0.541, 4.804], [-1.436, -0.207, 6.022], [-1.376, 1.615, 4.951], [-0.405, 0.294, 4.176], [-2.121, 0.352, 4.162], [-0.570, -0.613, 6.109]], "mulliken_charge": [1.2865, -0.4587, 1.2491, 0.4989, -0.5559, -0.6528, 0.0994, 0.8925, -0.5712, -0.4825, -0.7489, 0.7710, -0.6972, -0.5971, -0.4808, 0.6271, -0.2178, -0.3103, -0.6768, 1.0009, -0.5482, -0.6989, -0.6034, -0.6970, -0.6516, -0.3983, -0.1565, 0.1816, 0.3392, 0.0842, 0.0545, -0.0135, -0.6289, -0.0406, 0.1506, 0.2260, 0.3314, 0.0079, -0.5841, 0.1563, 0.2168, -0.0975, 0.2977, -0.0845, -0.5912, 0.0850, -0.1409, 0.3507, 0.3368, -0.4418, -0.4807, -0.0233, 0.2785, 0.3889, 0.0934, -0.2161, -0.4455, 0.4106, -0.1156, 0.1794, 0.2441, -1.0207, 0.4681, 0.3353, 0.3727, 0.2119, -0.1745, -0.2279, -0.3437, 0.4889, -0.0568, -0.1231, 0.2202, -0.3086, -0.6304, 0.3302, 0.3035, -0.1902, 0.5278, -0.7442, -0.2628, 0.3334, 0.2673, 0.2319, 0.2292, -0.6830, -0.2622, 0.2718, 0.2524, 0.2120, 0.1616, 0.0891, -0.6171, 0.3343, -0.1551, 0.0490, 0.3788]}